No. 1
DFT (ωB97M-V with the def2-TZVPD basis set) results for a 2-piece molecular cluster, C6H14N2O2 overall.

SMILES: CNC(C)=O.CNC(C)=O
Frontier orbital gap in hartree: 0.3684
Strongest force on any atom in Eh/bohr: 0.0517
LUMO level in eV: 0.5933
Energy above the lowest of the compared OMol25 structures with the same formula, charge and spin in kJ/mol: 89.8

Each atom is followed by the atoms it is bonded to, with distances in Å.
Cartesian coordinates (Å):
1 C 1.9598 -0.3525 0.9528  N2 1.474, H6 1.087, H7 1.080, H8 1.114
2 N 1.3129 0.8485 0.3939  C1 1.474, C3 1.364, H9 1.004
3 C 1.8927 1.3738 -0.7234  N2 1.364, C4 1.498, O5 1.216
4 C 1.1796 2.5486 -1.3193  C3 1.498, H10 1.094, H11 1.107, H12 1.104
5 O 2.9085 0.9269 -1.2200  C3 1.216
6 H 3.0291 -0.2696 0.7783  C1 1.087
7 H 1.7532 -0.5771 1.9882  C1 1.080
8 H 1.6136 -1.1826 0.2951  C1 1.114
9 H 0.5490 1.3009 0.8619  N2 1.004
10 H 1.9182 3.1287 -1.8808  C4 1.094
11 H 0.3907 2.2114 -2.0191  C4 1.107
12 H 0.6161 3.1886 -0.6187  C4 1.104
13 C -1.5723 -2.1948 -1.2587  N14 1.483, H18 1.090, H19 1.077, H20 1.093
14 N -2.1708 -1.0739 -0.4932  C13 1.483, C15 1.340, H21 1.005
15 C -1.8171 -0.9236 0.7910  N14 1.340, C16 1.573, O17 1.217
16 C -2.3980 0.3542 1.5007  C15 1.573, H22 1.096, H23 1.095, H24 1.103
17 O -0.9588 -1.5459 1.3894  C15 1.217
18 H -1.1116 -2.8217 -0.4956  C13 1.090
19 H -2.2778 -2.8016 -1.8012  C13 1.077
20 H -0.7657 -1.7830 -1.8702  C13 1.093
21 H -3.0109 -0.6377 -0.8317  N14 1.005
22 H -1.5537 0.6100 2.1510  C16 1.096
23 H -2.5556 1.1206 0.7348  C16 1.095
24 H -3.3517 0.1584 2.0190  C16 1.103

Löwdin population analysis, charges in e, atoms 1 to 8: -0.069, 0.015, -0.581, -0.016, 0.043, 0.075, 0.077, 0.089

---

No. 2
DFT (ωB97M-V with the def2-TZVPD basis set) results for one molecule with the formula C6H14N2O2.

SMILES: CC(C)=C(C)NC(N)(O)O
Frontier orbital gap in hartree: 0.3339
Strongest force on any atom in Eh/bohr: 0.0631
LUMO level in eV: 0.8001
Energy above the lowest of the compared OMol25 structures with the same formula, charge and spin in kJ/mol: 170.2

Each atom is followed by the atoms it is bonded to, with distances in Å.
Cartesian coordinates (Å):
1 C 0.6348 0.8866 2.0022  C2 1.507, H11 1.089, H12 1.093, H13 1.091
2 C 0.0499 1.2974 0.6760  C1 1.507, C3 1.506, C4 1.338
3 C -0.6678 2.6215 0.6935  C2 1.506, H14 1.092, H15 1.094, H16 1.089
4 C 0.1205 0.5276 -0.4158  C2 1.338, C5 1.502, N6 1.423
5 C -0.5484 0.8155 -1.7290  C4 1.502, H17 1.090, H18 1.088, H19 1.083
6 N 0.9356 -0.6373 -0.4688  C4 1.423, C7 1.506, H20 1.012
7 C 0.3124 -2.0087 -0.4541  N6 1.506, N8 1.429, O9 1.380, O10 1.403
8 N -1.1133 -1.9413 -0.3812  C7 1.429, H21 1.012, H22 1.011
9 O 0.7423 -2.5094 -1.6661  C7 1.380, H23 1.058
10 O 0.8921 -2.7458 0.5897  C7 1.403, H24 0.965
11 H 0.8354 -0.1815 2.0670  C1 1.089
12 H 1.5637 1.4271 2.2039  C1 1.093
13 H -0.0609 1.1402 2.8034  C1 1.091
14 H -0.3281 3.2296 1.5340  C3 1.092
15 H -1.7461 2.4795 0.8080  C3 1.094
16 H -0.4950 3.1938 -0.2163  C3 1.089
17 H 0.2044 1.0035 -2.4943  C5 1.090
18 H -1.1266 -0.0550 -2.0322  C5 1.088
19 H -1.2004 1.6778 -1.6707  C5 1.083
20 H 1.6716 -0.6198 0.2256  N6 1.012
21 H -1.5211 -2.7911 -0.7491  N8 1.012
22 H -1.4170 -1.7588 0.5660  N8 1.011
23 H 0.9319 -1.5501 -2.0713  O9 1.058
24 H 1.3301 -3.5015 0.1798  O10 0.965

Löwdin population analysis, charges in e, atoms 1 to 8: -0.057, -0.289, -0.068, -0.319, -0.036, 0.065, -0.720, 0.135

---

No. 3
DFT (ωB97M-V with the def2-TZVPD basis set) results for a 2-piece molecular cluster, C6H14N2O2 overall.

SMILES: CNC(C)=O.CNC(C)=O
Frontier orbital gap in hartree: 0.3444
Strongest force on any atom in Eh/bohr: 0.1139
LUMO level in eV: 0.5570
Energy above the lowest of the compared OMol25 structures with the same formula, charge and spin in kJ/mol: 259.5

Each atom is followed by the atoms it is bonded to, with distances in Å.
Cartesian coordinates (Å):
1 C 0.8081 0.0225 -2.2832  N2 1.477, H6 1.120, H7 1.006, H8 1.008
2 N 0.3922 -1.3595 -1.9678  C1 1.477, C3 1.433, H9 1.019
3 C -0.6069 -1.4938 -0.9499  N2 1.433, C4 1.526, O5 1.169
4 C -1.2399 -2.8705 -0.7652  C3 1.526, H10 1.099, H11 1.081, H12 1.234
5 O -0.9797 -0.6124 -0.2780  C3 1.169
6 H 1.9055 -0.0835 -2.4815  C1 1.120
7 H 0.2429 0.4354 -3.0054  C1 1.006
8 H 0.7391 0.5031 -1.3993  C1 1.008
9 H 0.2166 -2.0035 -2.7374  N2 1.019
10 H -1.1019 -3.6475 -1.5298  C4 1.099
11 H -0.8464 -3.1682 0.1968  C4 1.081
12 H -2.4154 -2.5699 -0.5413  C4 1.234
13 C 2.0291 1.3550 1.0677  N14 1.408, H18 1.076, H19 1.219, H20 1.196
14 N 0.6360 1.1613 1.1384  C13 1.408, C15 1.416, H21 1.007
15 C -0.2244 1.5130 2.2063  N14 1.416, C16 1.497, O17 1.193
16 C -1.6326 1.4091 1.7098  C15 1.497, H22 1.189, H23 1.140, H24 1.098
17 O 0.1212 2.0399 3.2197  C15 1.193
18 H 2.3770 1.4104 0.0515  C13 1.076
19 H 2.2505 2.4579 1.5360  C13 1.219
20 H 2.7061 0.7363 1.8360  C13 1.196
21 H 0.2874 0.7691 0.2791  N14 1.007
22 H -1.6161 1.9959 0.6757  C16 1.189
23 H -1.8155 0.3185 1.4332  C16 1.140
24 H -2.2327 1.6812 2.5883  C16 1.098

Löwdin population analysis, charges in e, atoms 1 to 8: -0.039, 0.016, -0.541, -0.002, 0.045, 0.113, 0.054, 0.005

---

No. 4
DFT (ωB97M-V with the def2-TZVPD basis set) results for a 2-piece molecular cluster, C6H14N2O2 overall.

SMILES: CNC(C)=O.CNC(C)=O
Frontier orbital gap in hartree: 0.3740
Strongest force on any atom in Eh/bohr: 0.0836
LUMO level in eV: 0.4668
Energy above the lowest of the compared OMol25 structures with the same formula, charge and spin in kJ/mol: 254.3

Each atom is followed by the atoms it is bonded to, with distances in Å.
Cartesian coordinates (Å):
1 C 2.2681 -1.2288 1.3589  N2 1.559, H6 1.179, H7 1.082, H8 1.084
2 N 1.3929 0.0427 1.5775  C1 1.559, C3 1.376, H9 0.933
3 C 1.8707 1.1660 0.9422  N2 1.376, C4 1.445, O5 1.225
4 C 1.0544 2.3340 0.7052  C3 1.445, H10 1.195, H11 1.066, H12 1.109
5 O 3.0313 1.1888 0.5518  C3 1.225
6 H 1.9141 -2.2865 1.7396  C1 1.179
7 H 2.2343 -1.4637 0.3030  C1 1.082
8 H 3.1544 -0.7611 1.7723  C1 1.084
9 H 0.4805 -0.1031 1.7085  N2 0.933
10 H 1.1097 2.6960 -0.4328  C4 1.195
11 H 0.0420 2.2089 1.0148  C4 1.066
12 H 1.4440 3.2814 1.1291  C4 1.109
13 C -2.2234 -1.2556 0.6451  N14 1.427, H18 1.132, H19 1.160, H20 1.046
14 N -1.9868 -0.4324 -0.4962  C13 1.427, C15 1.377, H21 1.065
15 C -1.6643 -0.9071 -1.7475  N14 1.377, C16 1.588, O17 1.234
16 C -0.9287 0.1614 -2.6635  C15 1.588, H22 1.091, H23 1.059, H24 1.164
17 O -1.9819 -2.0392 -2.1213  C15 1.234
18 H -1.3642 -1.9590 0.8646  C13 1.132
19 H -2.3757 -0.6136 1.5991  C13 1.160
20 H -3.0912 -1.8393 0.6133  C13 1.046
21 H -2.0619 0.6278 -0.4261  N14 1.065
22 H -0.6736 -0.3149 -3.6110  C16 1.091
23 H -1.7135 0.8680 -2.7385  C16 1.059
24 H 0.0686 0.6292 -2.2880  C16 1.164

Löwdin population analysis, charges in e, atoms 1 to 8: -0.029, 0.040, -0.590, -0.026, 0.025, 0.113, 0.063, 0.070

---

No. 5
DFT (ωB97M-V with the def2-TZVPD basis set) results for a 2-piece molecular cluster, C6H14N2O2 overall.

SMILES: CNC(C)=O.CNC(C)=O
Frontier orbital gap in hartree: 0.3837
Strongest force on any atom in Eh/bohr: 0.0625
LUMO level in eV: 0.6572
Energy above the lowest of the compared OMol25 structures with the same formula, charge and spin in kJ/mol: 157.3

Each atom is followed by the atoms it is bonded to, with distances in Å.
Cartesian coordinates (Å):
1 C 1.5720 -0.2982 1.9465  N2 1.469, H6 1.108, H7 1.077, H8 1.086
2 N 0.2565 -0.9339 1.7989  C1 1.469, C3 1.375, H9 1.009
3 C -0.8361 -0.2464 2.2733  N2 1.375, C4 1.469, O5 1.238
4 C -2.2243 -0.5420 1.8938  C3 1.469, H10 1.082, H11 1.089, H12 1.087
5 O -0.6272 0.8192 2.8689  C3 1.238
6 H 1.9781 -0.0206 0.9533  C1 1.108
7 H 1.5149 0.7330 2.2524  C1 1.077
8 H 2.2352 -0.8846 2.5754  C1 1.086
9 H 0.1598 -1.6898 1.1371  N2 1.009
10 H -2.4169 0.0916 1.0383  C4 1.082
11 H -2.3448 -1.5527 1.5073  C4 1.089
12 H -3.0944 -0.4425 2.5372  C4 1.087
13 C -1.5247 0.1670 -1.8905  N14 1.450, H18 1.079, H19 1.107, H20 1.088
14 N -0.1945 0.3560 -1.3462  C13 1.450, C15 1.387, H21 1.004
15 C 0.8236 0.2486 -2.2818  N14 1.387, C16 1.503, O17 1.212
16 C 2.1660 0.7119 -1.7884  C15 1.503, H22 1.092, H23 1.085, H24 1.078
17 O 0.5643 -0.0996 -3.4131  C15 1.212
18 H -1.8937 -0.8471 -1.8668  C13 1.079
19 H -2.3036 0.7105 -1.3215  C13 1.107
20 H -1.6841 0.5040 -2.9126  C13 1.088
21 H -0.1532 0.5555 -0.3628  N14 1.004
22 H 2.0655 1.1849 -0.8088  C16 1.092
23 H 2.6460 -0.2497 -1.6400  C16 1.085
24 H 2.8601 1.2850 -2.3815  C16 1.078

Löwdin population analysis, charges in e, atoms 1 to 8: -0.067, 0.012, -0.540, -0.007, 0.010, 0.059, 0.076, 0.086